(1)
Below is a structure of composition C32H30LiN6OTe, with properties calculated with the ωB97M-V functional and the def2-TZVPD basis.

Calculated values
2S+1 = 1
Net charge = -1

Geometry as XYZ:
```
71
Properties=species:S:1:pos:R:3:forces:R:3:mulliken_charge:R:1
Li -0.15938 -0.52613 0.19088 0.0 0.1 -0.2 0.23
C -2.41422 2.47065 -2.20186 0.0 0.1 0.0 -0.69
C -1.78144 1.26949 -1.83560 0.0 -0.1 0.0 -0.19
N -0.84311 1.21209 -0.91991 0.0 0.0 0.1 -0.15
C -0.44253 2.34608 -0.28821 0.0 0.1 -0.1 0.25
C -1.02791 3.60054 -0.58403 0.0 -0.1 0.0 1.77
C -2.03628 3.62515 -1.57339 0.0 -0.1 0.0 -0.75
C -0.60988 4.76318 0.11014 0.0 0.1 0.0 -0.98
C 0.36521 4.63852 1.06304 -0.1 -0.1 -0.1 -1.04
C 0.96135 3.40524 1.37777 0.0 0.0 0.0 -0.80
C 0.60168 2.21314 0.73053 0.1 0.0 0.1 0.04
N 1.06193 0.96444 0.86986 -0.1 -0.2 0.0 0.17
C 2.02949 0.46652 1.67619 0.0 0.2 0.0 0.61
C 2.74908 1.07112 2.70727 0.0 0.0 0.0 -0.95
C 3.66864 0.35253 3.49927 0.0 -0.1 -0.1 -1.00
C 3.91578 -0.97473 3.29860 0.0 0.1 0.1 -0.96
C 3.24554 -1.64314 2.24275 0.0 0.0 -0.1 1.30
C 3.43380 -3.01575 1.97165 0.0 0.0 -0.1 -0.74
C 2.76115 -3.60680 0.94055 0.1 0.0 0.1 -0.78
C 1.90503 -2.81422 0.15547 0.1 0.0 -0.1 -0.03
N 1.71176 -1.53840 0.37580 -0.1 0.0 0.2 -0.36
C 2.34003 -0.93766 1.41969 0.1 -0.1 0.0 0.38
H -3.18873 2.46643 -2.95708 0.0 0.0 0.0 0.40
H -2.06805 0.32335 -2.28564 0.0 0.0 0.0 0.41
H -2.50481 4.57205 -1.82061 0.0 0.0 0.0 0.40
H -1.06074 5.71971 -0.12732 0.0 0.0 0.0 0.36
H 0.69644 5.52159 1.59857 0.0 0.0 0.0 0.36
H 1.71978 3.40796 2.14009 0.0 0.0 0.0 0.22
H 2.59871 2.10737 2.95357 0.0 0.0 0.0 0.25
H 4.18178 0.87653 4.29787 0.0 0.0 0.0 0.35
H 4.60373 -1.52416 3.93175 0.0 0.0 0.0 0.35
H 4.11211 -3.58700 2.59654 0.0 0.0 0.0 0.39
H 2.86958 -4.66274 0.72826 0.0 0.0 0.0 0.40
H 1.35086 -3.25087 -0.66941 -0.1 0.0 0.1 0.28
C -4.50240 -5.11072 -6.15298 0.1 0.0 0.1 -1.44
C -3.92486 -4.48879 -4.90497 0.0 0.0 -0.1 0.68
C -4.73746 -3.92289 -3.93468 0.1 0.0 0.0 -0.98
C -4.21542 -3.37655 -2.76228 0.0 0.0 0.1 0.91
C -5.16700 -2.77071 -1.76256 0.0 -0.1 -0.1 -1.58
C -2.82865 -3.40007 -2.52202 0.0 0.0 -0.1 -0.32
Te -2.01897 -2.75984 -0.65275 -0.1 -0.2 -0.2 0.03
C -1.99655 -3.93139 -3.53147 0.0 0.0 0.0 1.18
C -0.49645 -3.94215 -3.38498 -0.1 0.0 0.0 -1.50
C -2.55287 -4.46825 -4.68871 0.0 0.1 0.0 -0.97
H -5.58651 -4.99287 -6.18140 0.0 0.0 0.0 0.33
H -4.27987 -6.17996 -6.19575 0.0 0.0 0.0 0.30
H -4.08654 -4.65535 -7.05536 0.0 0.0 0.0 0.32
H -5.81295 -3.90219 -4.09168 0.0 0.0 0.0 0.20
H -6.16850 -2.66838 -2.19014 0.0 0.0 0.0 0.36
H -4.80717 -1.79220 -1.44115 0.0 0.0 0.0 0.25
H -5.22709 -3.38538 -0.86144 0.0 0.0 0.0 0.28
H -0.14646 -2.99142 -2.98118 0.0 0.0 0.0 0.25
H -0.01282 -4.12555 -4.34829 0.0 0.0 0.0 0.35
H -0.18246 -4.71535 -2.67779 0.0 0.0 0.0 0.26
H -1.89226 -4.88288 -5.44721 0.0 0.0 0.0 0.30
C -1.66497 -2.88767 4.46503 0.0 0.0 0.0 -0.95
N -2.06641 -1.68901 3.74543 0.3 0.0 0.0 0.21
C -2.90670 -0.77702 4.27048 -0.1 0.0 0.0 -0.06
C -3.22553 0.34203 3.59021 -0.1 0.2 0.1 -0.99
C -2.65234 0.49519 2.28997 -0.1 0.0 -0.3 0.63
N -1.78081 -0.34584 1.79140 0.1 0.0 0.4 0.42
C -1.39454 -1.42955 2.53098 -0.2 -0.2 -0.1 -0.18
O -0.52020 -2.19945 2.18147 0.1 0.2 0.0 -0.40
N -3.08616 1.51098 1.48824 0.3 0.0 0.1 -0.46
H -2.29059 -2.99736 5.34935 0.0 0.0 0.0 0.33
H -0.61772 -2.82222 4.75778 0.0 0.0 0.0 0.30
H -1.77721 -3.75243 3.81551 0.0 0.0 0.0 0.27
H -3.31289 -1.00930 5.24577 0.0 0.0 0.0 0.30
H -3.91928 1.06881 3.98520 0.0 0.0 0.0 0.36
H -3.29373 2.38658 1.94231 -0.1 -0.1 0.0 0.27
H -2.54360 1.60071 0.64007 -0.1 0.1 0.0 0.20
```
Forces are in eV/Å.


(2)
Below is a cluster of 4 separate species, C5H20N2O3 in total in a non-equilibrium geometry, with properties calculated with the ωB97M-V functional and the def2-TZVPD basis.

Calculated values
2S+1 = 1
SMILES = C[C@H](N)CN(C)C.O.O.O

Geometry as XYZ:
```
30
Properties=species:S:1:pos:R:3:forces:R:3:mulliken_charge:R:1
C 1.71620 -0.95174 2.05748 0.6 -1.5 0.2 -1.53
C 1.20506 -0.68310 0.61782 -0.4 -0.1 1.0 1.93
N 2.11836 -1.39920 -0.25922 0.2 0.2 0.0 -0.71
C 1.25002 0.85143 0.28862 -0.5 -1.4 -0.7 -1.34
N 0.05349 1.24040 -0.53665 1.1 1.4 3.2 0.20
C -0.92104 1.77098 0.45088 -1.9 -0.3 -1.3 -1.14
C 0.44466 2.31764 -1.45522 -1.1 -0.6 -0.9 -1.04
H 1.66774 -0.09386 2.67234 -1.0 0.9 0.9 0.41
H 1.31921 -1.87355 2.62524 0.4 1.4 -1.1 0.29
H 2.83041 -1.02204 2.04710 -0.6 -0.5 -0.4 0.46
H 0.10973 -0.98738 0.44551 1.3 0.2 0.5 -0.70
H 2.64371 -2.18568 0.11580 -0.7 0.3 -0.1 0.20
H 1.71930 -1.56686 -1.15481 0.0 -0.4 -0.6 0.16
H 1.36373 1.45458 1.22688 0.0 -0.2 -1.0 0.26
H 2.08377 0.88991 -0.39755 0.6 0.6 0.3 0.52
H -1.65377 2.26113 -0.17991 -0.5 0.2 0.1 0.46
H -0.69496 2.50058 1.23337 1.1 -0.1 -0.1 0.33
H -1.52010 0.97039 0.88626 0.5 -0.1 0.2 0.27
H 0.87549 1.74202 -2.29365 -0.1 0.9 -0.1 0.35
H -0.50148 2.84603 -1.72408 0.8 -0.5 -0.4 0.32
H 1.13759 3.09450 -1.12319 0.2 -0.2 0.5 0.32
O -1.93914 -2.05818 2.41338 0.2 -0.5 -0.4 -0.64
H -1.91018 -1.22403 2.88219 0.2 0.2 -0.1 0.31
H -1.23582 -2.04425 1.74229 -0.4 0.3 0.5 0.33
O -2.52764 -0.18732 -0.74611 0.9 -1.9 -1.1 -0.59
H -1.67539 -0.60994 -1.04809 -0.8 1.2 0.7 0.22
H -3.10220 -0.93171 -0.99696 -0.4 0.4 0.3 0.34
O -1.82886 -1.60883 -3.44215 0.2 -0.7 -0.1 -0.65
H -2.11508 -0.73057 -3.18044 0.4 0.2 0.2 0.35
H -0.91281 -1.78135 -3.16713 -0.6 0.6 -0.1 0.31
```
Forces are in eV/Å.


(3)
Below is a structure of composition C29H67CsN5O4PSSi5Te in a non-equilibrium geometry, with properties calculated with the ωB97M-V functional and the def2-TZVPD basis.

Calculated values
2S+1 = 1
Net charge = -2

Geometry as XYZ:
```
114
Properties=species:S:1:pos:R:3:forces:R:3:mulliken_charge:R:1
Cs -1.67494 0.13997 -0.31850 0.9 -0.9 0.3 0.41
C 2.91730 4.07723 3.40811 0.0 0.0 0.0 -0.88
C 2.14363 2.91482 3.89781 0.0 0.0 0.1 1.03
N 2.05380 2.52015 5.12981 0.0 0.1 0.0 -1.03
N 1.21920 1.43281 5.06304 0.0 0.0 -0.1 0.33
C 0.79262 1.14160 3.81870 0.0 0.0 0.0 -0.40
S -0.23014 -0.07042 3.32809 -0.1 0.1 0.0 -0.21
N 1.41510 2.10446 3.06533 0.0 0.0 0.0 0.46
N 1.31037 2.31477 1.69505 -0.1 0.0 0.2 0.37
H 3.36098 4.59019 4.25828 0.0 0.0 0.0 0.39
H 2.27022 4.75653 2.85396 0.0 0.0 0.0 0.23
H 3.69369 3.74405 2.72258 0.0 0.0 0.0 -0.07
H 0.97328 0.91591 5.88643 0.0 0.0 0.0 0.17
H 1.66797 1.50875 1.17825 0.0 0.0 0.0 -0.41
H 0.32778 2.46698 1.46831 -0.1 0.1 -0.2 -0.01
C 4.04876 3.46795 -0.02407 0.0 0.0 0.0 -0.73
Si 4.35599 1.59679 -0.16918 0.0 0.0 0.0 -0.20
C 4.67500 1.00751 1.61336 0.0 0.0 0.0 -0.73
C 6.10530 1.53602 -0.93624 0.0 0.0 0.0 -1.23
C 3.08340 0.65340 -1.03997 0.0 0.0 0.1 2.20
Si 3.00976 -1.13751 -0.69914 0.0 0.0 0.0 -0.92
C 4.69326 -2.03262 -0.83641 -0.1 0.0 0.0 -1.14
C 1.90409 -2.09674 -1.89584 0.1 0.0 0.1 -0.68
C 2.37508 -1.61495 1.01610 0.0 0.0 -0.1 -0.42
Si 2.80675 1.12055 -2.74978 0.1 0.0 -0.1 -0.78
C 2.78504 2.98134 -3.13132 0.0 0.0 0.0 -1.17
C 4.13052 0.47849 -3.97000 -0.1 0.0 0.0 -1.35
C 1.16025 0.55400 -3.57846 0.1 -0.1 0.0 0.14
C 1.15404 -0.18509 -4.76730 0.0 0.0 0.0 -0.30
C -0.03303 -0.47230 -5.41589 0.0 0.0 0.0 -0.57
C -1.21802 -0.00825 -4.86993 0.0 0.0 0.0 -1.06
C -1.14147 0.69486 -3.67977 -0.1 0.1 -0.1 -0.40
N -0.00226 0.96630 -3.04423 -0.1 0.1 0.1 0.25
H 4.79884 3.91555 0.63859 0.0 0.0 0.0 0.38
H 3.06058 3.67681 0.38681 0.0 0.0 0.0 -0.08
H 4.13102 3.96545 -0.99192 0.0 0.0 0.0 0.41
H 5.34530 1.71235 2.11604 0.0 0.0 0.0 0.32
H 5.16664 0.03263 1.61939 0.0 -0.1 0.0 0.37
H 3.76826 0.91279 2.21413 0.0 0.0 0.0 -0.03
H 6.83074 2.06986 -0.31301 0.0 0.0 0.0 0.33
H 6.10886 2.00519 -1.92454 0.0 0.0 0.0 0.25
H 6.45022 0.50569 -1.05855 0.0 0.0 0.0 0.29
H 5.12200 -1.89422 -1.83280 0.0 0.0 0.0 0.26
H 4.57691 -3.10666 -0.66100 0.0 0.0 0.0 0.33
H 5.41776 -1.65322 -0.11167 0.0 0.0 0.0 0.26
H 2.26427 -2.06869 -2.92683 0.0 0.0 0.0 0.43
H 0.87203 -1.74280 -1.89120 0.0 0.0 0.0 -0.13
H 1.88080 -3.14444 -1.58051 0.0 0.0 0.0 0.54
H 3.08871 -1.38680 1.81104 0.0 0.0 0.0 0.50
H 2.17387 -2.68987 1.04948 0.0 0.0 0.0 0.45
H 1.43623 -1.11371 1.26380 0.0 0.0 0.0 -0.31
H 3.79488 3.40088 -3.08585 0.0 0.0 0.0 0.36
H 2.15135 3.54730 -2.44451 0.0 -0.1 0.0 0.14
H 2.40662 3.13235 -4.14624 0.0 0.0 0.0 0.36
H 5.09760 0.87246 -3.64904 0.0 0.0 0.0 0.22
H 3.96674 0.79163 -5.00590 0.0 0.0 0.0 0.37
H 4.20596 -0.61204 -3.94531 0.0 0.0 0.0 0.32
H 2.08911 -0.54422 -5.17447 0.0 0.0 0.0 0.34
H -0.03619 -1.06120 -6.32558 0.0 0.0 0.0 0.39
H -2.17761 -0.20439 -5.32928 0.0 0.0 0.0 0.42
H -2.05120 1.07749 -3.22005 0.0 0.0 0.0 0.67
C -2.68228 3.03210 3.62562 0.0 0.0 0.0 -0.98
C -3.86978 2.17974 3.23051 0.0 0.1 0.1 -0.48
O -3.72339 1.72629 1.88666 0.0 -0.1 -0.1 0.53
P -4.39901 2.34019 0.55141 -0.1 0.0 0.0 -0.39
O -3.34930 2.19131 -0.50534 -0.6 0.9 -0.1 -0.50
Te -5.39200 4.44925 0.95587 0.0 0.0 0.0 -0.42
O -5.51099 1.23441 0.16275 0.1 0.0 0.0 -0.23
C -6.60256 0.95993 1.03914 -0.1 0.0 0.0 -0.30
C -6.33429 -0.28087 1.86755 0.0 0.0 0.0 -0.77
H -2.79066 3.36669 4.66001 0.0 0.0 0.0 0.47
H -2.61942 3.90487 2.97573 0.0 0.0 0.0 0.23
H -1.76592 2.44798 3.53713 0.0 0.0 0.0 0.02
H -4.80112 2.74541 3.32624 0.0 0.0 0.0 0.42
H -3.92653 1.27805 3.84516 0.0 0.0 0.0 0.30
H -7.47346 0.81021 0.39734 0.0 0.0 0.0 0.38
H -6.79944 1.83884 1.66424 0.0 -0.1 0.0 0.26
H -6.12187 -1.13114 1.21942 0.0 0.0 0.0 0.16
H -7.20936 -0.51734 2.47782 0.0 0.0 0.0 0.42
H -5.47520 -0.14233 2.52197 0.0 0.0 0.0 0.05
C -0.24267 3.85621 -0.77684 0.0 0.1 0.1 -0.15
O -1.00345 3.43091 0.34882 0.0 -0.1 -0.1 -0.33
H -0.61318 4.81385 -1.15930 0.0 0.0 0.0 0.36
H -0.23976 3.11931 -1.58203 -0.1 -0.1 0.0 -0.05
H 0.78814 3.98732 -0.44603 0.0 0.0 0.0 0.01
H -1.89625 3.16985 0.04257 0.1 0.0 0.0 0.19
C -3.88075 -3.08936 -1.80951 0.0 0.0 0.0 -0.81
Si -2.13372 -3.82935 -1.61881 -0.1 0.0 0.0 -0.07
C -1.16763 -3.37011 -3.18485 0.0 0.0 0.0 -0.38
C -2.45098 -5.70525 -1.84625 0.0 0.1 0.0 -1.22
C -1.32300 -3.27931 -0.12205 -0.1 -0.1 0.0 1.01
Si -1.96737 -3.54797 1.53517 -0.1 0.0 0.0 -0.07
C -3.07526 -5.09251 1.73975 0.0 0.0 0.0 -1.17
C -0.60339 -3.74773 2.83270 0.0 0.0 -0.1 -0.78
C -3.11676 -2.16401 2.18194 0.0 -0.1 -0.1 0.37
H -4.40836 -3.49260 -2.67928 0.0 0.0 0.0 0.38
H -3.84977 -2.00057 -1.91572 0.0 0.0 0.0 0.18
H -4.48378 -3.31015 -0.92308 0.0 0.0 0.0 0.22
H -1.73069 -3.59531 -4.09627 0.0 0.0 0.0 0.40
H -0.22664 -3.92551 -3.22284 0.0 0.0 0.0 0.28
H -0.91169 -2.30941 -3.20009 0.0 0.0 0.0 -0.41
H -2.93772 -5.93219 -2.80153 0.0 0.0 0.0 0.30
H -3.07815 -6.09798 -1.04257 0.0 0.0 0.0 0.28
H -1.49910 -6.24326 -1.81353 0.0 0.0 0.0 0.28
H -0.23179 -3.30844 -0.18539 0.0 0.0 0.1 -0.57
H -2.52572 -5.99574 1.46396 0.0 0.0 0.0 0.29
H -3.95880 -5.03562 1.09675 0.0 0.0 0.0 0.29
H -3.42208 -5.19953 2.77277 0.0 0.0 0.0 0.34
H 0.00725 -4.62073 2.58717 0.0 0.0 0.0 0.27
H -1.01249 -3.88816 3.83792 0.0 0.0 0.0 0.22
H 0.05354 -2.87554 2.85855 0.0 0.0 0.0 0.04
H -3.90596 -1.96274 1.44949 0.0 0.0 0.0 -0.24
H -2.57755 -1.22900 2.35302 0.0 0.0 0.0 -0.54
H -3.60147 -2.42670 3.12791 0.0 0.0 0.0 0.40
```
Forces are in eV/Å.


(4)
Below is a structure of composition C38H41BCaF4N9, with properties calculated with the ωB97M-V functional and the def2-TZVPD basis.

Calculated values
2S+1 = 1
Net charge = -1

Geometry as XYZ:
```
94
Properties=species:S:1:pos:R:3:forces:R:3:mulliken_charge:R:1
Ca -0.02428 0.18809 0.81068 0.2 -0.6 -0.3 2.35
C 2.17485 -0.95054 -1.22836 -0.3 0.1 -0.1 1.79
C 2.48191 0.30109 -2.05370 0.0 0.0 -0.1 0.36
C 2.03572 1.63418 -1.44182 0.0 0.1 0.0 -1.52
N 0.64593 1.64826 -1.03514 -0.1 -0.1 0.3 0.25
C -0.28785 2.23971 -1.72090 -0.1 0.0 -0.1 1.11
C -0.06829 2.77039 -3.02995 0.0 0.0 -0.1 -0.93
C -0.86964 3.45030 -3.91736 0.0 0.0 -0.1 -0.71
C -2.18003 3.90748 -3.81369 0.0 0.0 0.1 -0.79
C -2.98083 3.72849 -2.69776 0.0 0.0 0.0 -0.67
C -2.74369 3.06768 -1.50719 0.1 0.1 0.1 -1.00
C -1.63408 2.32671 -1.00986 0.0 -0.2 -0.1 0.50
N -1.67283 1.65916 0.11216 0.2 0.1 0.0 0.76
C -2.69157 1.77761 1.12956 -0.1 0.1 0.0 -0.99
C -2.17582 2.67329 2.27280 -0.1 0.1 0.1 -0.74
C -1.20522 2.02122 3.27633 0.0 0.0 0.0 -1.73
N 0.04223 1.48690 2.74819 0.2 0.0 -0.1 -0.75
C 1.15751 2.15924 2.79742 0.0 0.1 0.1 1.43
C 1.19692 3.55155 3.15174 0.0 0.0 0.0 -0.86
C 2.20472 4.37333 3.59116 0.0 0.0 0.0 -0.67
C 3.54834 4.09923 3.84579 -0.1 0.0 0.0 -0.65
C 4.16191 2.89873 3.54562 0.1 0.0 0.0 -0.52
C 3.68637 1.77622 2.88719 0.0 0.0 0.0 -0.69
C 2.41219 1.43394 2.34930 0.0 0.1 0.1 0.23
N 2.25214 0.43109 1.52007 -0.3 0.2 0.0 1.63
C 3.42368 -0.22148 0.98267 0.0 0.0 0.0 -1.83
C 3.11400 -1.28924 -0.07016 0.1 -0.1 0.0 -1.68
H 2.15784 -1.80976 -1.90680 0.1 0.0 0.0 0.71
H 1.12683 -0.88948 -0.92000 0.1 -0.1 0.0 -1.52
H 1.98659 0.19005 -3.02245 0.0 0.0 0.1 -0.79
H 3.55882 0.35294 -2.25493 0.0 0.0 0.0 0.54
H 2.29074 2.43829 -2.14105 0.0 0.0 0.0 0.57
H 2.61811 1.82757 -0.53915 0.0 0.0 0.0 0.19
H 0.91881 2.56325 -3.42393 0.0 0.0 0.0 0.01
H -0.37994 3.67167 -4.86348 0.0 0.0 0.0 0.29
H -2.59407 4.44246 -4.65895 0.0 0.0 0.0 0.32
H -3.97507 4.16490 -2.76087 0.0 0.0 0.0 0.30
H -3.58381 3.09461 -0.82700 0.0 0.0 0.0 0.15
H -2.90720 0.78047 1.53788 0.0 0.0 0.0 -0.15
H -3.65403 2.15608 0.77207 0.0 0.1 0.0 0.71
H -3.03641 3.00089 2.86627 0.0 0.0 0.0 0.53
H -1.73117 3.56951 1.82995 0.0 0.0 0.0 0.21
H -1.72750 1.17097 3.72628 0.0 0.0 0.0 0.47
H -1.01510 2.73943 4.08268 0.0 0.0 0.0 0.74
H 0.23343 4.03774 3.06367 0.0 0.0 0.0 0.20
H 1.88614 5.39232 3.79656 0.0 0.0 0.0 0.32
H 4.15150 4.88318 4.28597 0.0 0.0 0.0 0.32
H 5.21032 2.82779 3.82608 0.0 0.0 0.0 0.31
H 4.43975 1.01470 2.73526 0.0 0.0 0.0 0.22
H 3.98918 -0.72768 1.77997 0.0 0.0 0.0 0.43
H 4.11376 0.52562 0.56087 0.0 0.0 0.0 0.62
H 2.72538 -2.17899 0.43323 0.0 0.0 0.0 0.32
H 4.07772 -1.58539 -0.50112 0.0 0.0 0.0 0.50
C -1.32996 -2.96295 -0.15153 0.0 -0.1 0.0 -0.95
N -1.78260 -1.58173 -0.12021 0.0 0.2 0.1 1.64
C -2.72661 -1.26099 -1.18047 -0.1 0.0 0.0 -0.92
C -2.10783 -1.31705 -2.53879 0.0 0.0 -0.1 -0.24
N -0.99298 -0.75931 -2.90332 0.1 0.0 0.1 0.31
C -0.87393 -1.03267 -4.25619 0.0 0.0 0.0 0.35
C 0.10989 -0.64243 -5.16283 0.0 0.0 0.0 -0.40
C -0.02152 -1.05061 -6.47572 0.0 0.0 0.0 -0.85
C -1.10943 -1.83084 -6.89492 0.0 0.0 0.0 -0.39
C -2.10054 -2.21959 -6.01379 0.0 0.0 0.1 -1.10
C -1.96165 -1.80274 -4.69441 0.0 0.0 0.0 0.25
N -2.73840 -1.97597 -3.56811 0.1 0.1 0.1 -0.04
C -0.41214 -3.17928 1.00516 -0.1 0.0 0.1 -0.92
N 0.25111 -2.21978 1.58172 0.1 0.1 -0.1 1.34
C 0.95421 -2.82160 2.61731 0.0 0.0 0.0 -0.49
C 1.80293 -2.25281 3.56258 0.0 -0.1 0.0 -0.51
C 2.35807 -3.09878 4.50523 0.0 0.0 0.0 -0.79
C 2.07568 -4.47181 4.51252 0.0 0.0 0.0 -0.48
C 1.23279 -5.04571 3.57793 0.0 0.0 0.0 -1.09
C 0.68105 -4.19321 2.63068 0.0 0.0 0.1 0.51
N -0.17984 -4.39987 1.56412 0.0 0.1 -0.1 -0.01
H -0.78273 -3.13759 -1.08488 0.0 0.0 0.0 0.52
H -2.16132 -3.67943 -0.09772 0.0 0.0 0.0 0.52
H -2.29469 -1.45558 0.75370 0.0 0.0 0.0 -0.86
H -3.07955 -0.24426 -0.99974 0.0 0.0 0.0 0.26
H -3.60471 -1.92173 -1.15743 0.0 0.0 0.0 0.53
H 0.93325 -0.02044 -4.83886 0.0 0.0 0.0 0.36
H 0.72378 -0.75843 -7.20474 0.0 0.0 0.0 0.42
H -1.17692 -2.12920 -7.93360 0.0 0.0 0.0 0.37
H -2.94660 -2.81232 -6.33871 0.0 0.0 0.0 0.39
H -3.62054 -2.44875 -3.49310 0.0 0.0 0.0 0.25
H 1.99976 -1.18858 3.54626 0.0 0.0 0.0 0.33
H 3.01915 -2.69260 5.26030 0.0 0.0 0.0 0.45
H 2.52347 -5.09816 5.27399 0.0 0.0 0.0 0.37
H 1.01290 -6.10553 3.59360 0.0 0.0 0.0 0.41
H -0.79195 -5.18629 1.43781 0.0 0.0 0.0 0.34
F -2.98559 -3.62583 2.28272 0.0 0.1 0.0 -0.37
B -3.56976 -2.36377 2.56829 0.0 0.0 0.0 0.33
F -4.26077 -1.92961 1.40220 0.0 0.0 0.1 -0.39
F -4.43034 -2.44563 3.64870 0.1 0.0 0.0 -0.35
F -2.52005 -1.43233 2.81247 -0.1 -0.1 -0.1 -0.28
```
Forces are in eV/Å.


no.,LUMO energy (eV),orbital gap (eV),molecular weight (g mol⁻¹)
1,2.502,5.60,649.17
2,0.413,9.57,156.23
3,3.562,5.11,1013.86
4,2.324,6.35,750.69